[1]
75
Properties=species:S:1:pos:R:3 method="wB97M-V/def2-TZVPD" spin_multiplicity=2 orbital_gap_ev="9.2 / 2.7" relative_energy_kj_mol=108.1 homo_energy_ev="-12.62 / -12.62" lumo_energy_ev="-3.4 / -10.0" total_charge=+1
O 1.684 -0.674 -5.322
S 2.356 0.461 -4.618
O 3.423 0.257 -3.669
O 2.889 1.547 -5.886
C 3.884 2.512 -5.482
C 4.645 2.549 -6.819
C 1.146 1.668 -3.765
H 4.519 2.140 -4.678
H 3.562 3.536 -5.296
H 5.474 3.256 -6.810
H 4.071 3.064 -7.589
H 4.855 1.625 -7.359
H 0.431 1.120 -3.152
H 0.659 2.273 -4.530
H 1.731 2.386 -3.190
O 3.241 -5.759 -4.132
S 3.203 -4.852 -2.973
O 3.619 -3.461 -3.225
O 1.721 -4.770 -2.336
C 1.292 -3.602 -1.497
C -0.223 -3.610 -1.833
C 4.193 -5.566 -1.536
H 1.854 -2.709 -1.771
H 1.447 -3.839 -0.445
H -0.737 -3.454 -0.885
H -0.454 -4.627 -2.151
H -0.497 -2.910 -2.623
H 4.578 -6.512 -1.918
H 3.525 -5.627 -0.677
H 5.058 -4.917 -1.403
O 1.884 -0.063 0.965
S 0.485 -0.175 0.543
O 0.130 -0.019 -0.888
O -0.119 -1.668 1.036
C 0.399 -2.221 2.231
C -0.842 -2.779 2.939
C -0.614 0.982 1.558
H 0.874 -1.423 2.802
H 1.258 -2.864 2.038
H -0.623 -3.227 3.908
H -1.411 -3.621 2.546
H -1.652 -2.082 3.152
H -1.598 0.881 1.100
H -0.332 2.023 1.403
H -0.673 0.639 2.591
O 1.273 2.502 6.275
S 0.695 3.098 5.080
O 0.796 2.511 3.752
O -0.888 3.431 5.465
C -1.289 4.191 6.615
C -2.136 5.445 6.352
C 1.378 4.827 4.918
H -0.459 4.346 7.304
H -1.906 3.414 7.067
H -1.564 6.283 5.953
H -2.643 5.638 7.298
H -2.890 5.257 5.588
H 1.382 5.282 3.927
H 2.446 4.799 5.133
H 0.933 5.459 5.687
O -6.048 -1.658 1.871
S -5.758 -1.310 0.475
O -6.648 -0.464 -0.252
O -4.158 -0.746 0.494
C -3.519 -0.262 -0.724
C -3.849 1.208 -0.939
C -5.439 -2.930 -0.443
H -3.732 -0.776 -1.661
H -2.434 -0.317 -0.628
H -3.709 1.706 0.021
H -4.836 1.302 -1.390
H -3.097 1.577 -1.636
H -4.768 -3.598 0.097
H -5.073 -2.643 -1.428
H -6.374 -3.460 -0.624

=====

[2]
69
Properties=species:S:1:pos:R:3 method="wB97M-V/def2-TZVPD" orbital_gap_ev=5.7 relative_energy_kj_mol=0.0 homo_energy_ev=-3.55 lumo_energy_ev=2.2 total_charge=-1
C 3.384 -0.620 2.244
C 3.629 0.102 0.910
C 2.523 -0.085 -0.126
N 1.374 0.768 0.118
B 0.453 1.118 -1.035
S 1.405 2.222 -2.462
C -0.723 2.133 -0.522
C -1.987 1.510 0.084
C -1.700 0.613 1.295
C -2.837 0.572 2.303
N -4.108 0.202 1.662
P -0.363 -0.521 -1.849
C -1.440 0.248 -3.170
C 0.934 -1.256 -2.961
H 2.623 -1.395 2.131
H 4.295 -1.096 2.616
H 3.033 0.057 3.025
H 4.576 -0.232 0.481
H 3.744 1.176 1.091
H 2.949 0.072 -1.130
H 2.193 -1.133 -0.090
H 1.709 1.634 0.528
H 2.263 1.320 -2.959
H -0.275 2.768 0.259
H -1.019 2.819 -1.323
H -2.518 0.940 -0.686
H -2.683 2.299 0.398
H -0.791 0.967 1.785
H -1.478 -0.406 0.961
H -2.957 1.560 2.762
H -2.574 -0.127 3.108
H -4.731 -0.251 2.318
H -3.930 -0.459 0.914
H -2.441 -0.191 -3.176
H -1.529 1.324 -3.011
H -0.997 0.104 -4.158
H 1.804 -1.558 -2.377
H 1.260 -0.550 -3.731
H 0.531 -2.147 -3.450
O -7.488 -1.170 0.157
S -7.615 -0.472 1.401
O -6.939 -0.991 2.555
O -9.167 -0.328 1.740
C -9.966 -1.535 1.666
C -9.758 -2.451 2.851
C -7.208 1.220 1.210
H -9.746 -2.034 0.721
H -10.987 -1.159 1.629
H -8.749 -2.858 2.870
H -10.469 -3.276 2.785
H -9.929 -1.916 3.785
H -7.725 1.612 0.338
H -6.121 1.235 1.078
H -7.490 1.746 2.118
O 7.096 -0.584 0.063
S 8.252 -1.046 -0.642
O 9.524 -1.031 0.016
O 8.346 -0.266 -2.020
C 8.079 1.166 -1.989
C 9.217 1.951 -1.380
C 7.961 -2.650 -1.301
H 7.139 1.323 -1.460
H 7.931 1.415 -3.037
H 9.337 1.724 -0.322
H 9.000 3.015 -1.485
H 10.155 1.732 -1.890
H 7.004 -2.644 -1.816
H 7.938 -3.328 -0.451
H 8.777 -2.903 -1.972

=====

[3]
82
Properties=species:S:1:pos:R:3 method="wB97M-V/def2-TZVPD" orbital_gap_ev=9.5 smiles="CCOC(=O)CCCN(CCCF)S(=O)(=O)F.NC(N)=O.NC(N)=O.NC(N)=O.NC(N)=O.NC(N)=O.NC(N)=O" homo_energy_ev=-9.18 lumo_energy_ev=0.3
C 8.141 2.760 1.555
C 7.167 3.347 0.539
O 6.179 4.204 1.141
C 5.034 3.569 1.528
O 5.041 2.599 2.228
C 3.802 4.254 0.991
C 2.578 3.337 0.876
C 1.377 3.839 1.692
N 0.449 2.824 2.221
C -0.545 2.288 1.269
C -0.033 1.401 0.125
C -0.342 2.008 -1.224
F -0.109 1.048 -2.220
S 1.084 1.756 3.257
O 1.315 0.472 2.691
O 2.041 2.409 4.072
F -0.205 1.536 4.152
H 9.158 2.770 1.161
H 8.131 3.378 2.451
H 7.875 1.745 1.839
H 7.686 3.972 -0.185
H 6.653 2.554 -0.007
H 4.065 4.705 0.036
H 3.590 5.093 1.664
H 2.281 3.339 -0.175
H 2.844 2.310 1.125
H 0.766 4.494 1.073
H 1.728 4.430 2.539
H -1.022 3.176 0.849
H -1.319 1.776 1.835
H -0.575 0.456 0.161
H 1.022 1.149 0.208
H -1.397 2.277 -1.291
H 0.300 2.854 -1.463
N -2.311 5.916 -0.381
C -1.325 5.506 -1.231
N -1.661 5.506 -2.548
O -0.224 5.150 -0.830
H -3.222 6.188 -0.706
H -2.108 5.929 0.600
H -0.967 5.207 -3.207
H -2.573 5.777 -2.874
N -3.593 -1.309 1.489
C -3.457 -0.816 0.222
N -3.868 -1.657 -0.764
O -2.980 0.289 -0.004
H -3.944 -2.230 1.676
H -3.281 -0.733 2.248
H -3.746 -1.351 -1.711
H -4.205 -2.592 -0.587
N -1.230 -3.715 -0.553
C -2.113 -4.740 -0.557
N -1.513 -5.943 -0.784
O -3.325 -4.627 -0.375
H -0.252 -3.937 -0.667
H -1.554 -2.776 -0.421
H -2.081 -6.767 -0.781
H -0.528 -6.039 -0.938
N -6.683 5.839 -0.712
C -6.071 5.143 -1.719
N -6.328 3.807 -1.754
O -5.337 5.688 -2.531
H -7.287 5.413 -0.036
H -6.523 6.828 -0.673
H -5.880 3.271 -2.474
H -6.918 3.338 -1.094
N -0.806 -10.168 1.258
C -0.670 -9.725 -0.025
N -1.118 -10.574 -0.996
O -0.182 -8.636 -0.287
H -1.206 -11.055 1.498
H -0.492 -9.557 1.989
H -1.032 -10.269 -1.947
H -1.526 -11.468 -0.803
N 3.204 -5.453 -2.248
C 2.155 -5.634 -1.396
N 1.849 -6.931 -1.095
O 1.533 -4.686 -0.935
H 3.735 -6.207 -2.638
H 3.445 -4.508 -2.481
H 1.087 -7.111 -0.462
H 2.352 -7.711 -1.471

=====

Repeat the third record exactly.
82
Properties=species:S:1:pos:R:3 method="wB97M-V/def2-TZVPD" orbital_gap_ev=9.5 smiles="CCOC(=O)CCCN(CCCF)S(=O)(=O)F.NC(N)=O.NC(N)=O.NC(N)=O.NC(N)=O.NC(N)=O.NC(N)=O" homo_energy_ev=-9.18 lumo_energy_ev=0.3
C 8.141 2.760 1.555
C 7.167 3.347 0.539
O 6.179 4.204 1.141
C 5.034 3.569 1.528
O 5.041 2.599 2.228
C 3.802 4.254 0.991
C 2.578 3.337 0.876
C 1.377 3.839 1.692
N 0.449 2.824 2.221
C -0.545 2.288 1.269
C -0.033 1.401 0.125
C -0.342 2.008 -1.224
F -0.109 1.048 -2.220
S 1.084 1.756 3.257
O 1.315 0.472 2.691
O 2.041 2.409 4.072
F -0.205 1.536 4.152
H 9.158 2.770 1.161
H 8.131 3.378 2.451
H 7.875 1.745 1.839
H 7.686 3.972 -0.185
H 6.653 2.554 -0.007
H 4.065 4.705 0.036
H 3.590 5.093 1.664
H 2.281 3.339 -0.175
H 2.844 2.310 1.125
H 0.766 4.494 1.073
H 1.728 4.430 2.539
H -1.022 3.176 0.849
H -1.319 1.776 1.835
H -0.575 0.456 0.161
H 1.022 1.149 0.208
H -1.397 2.277 -1.291
H 0.300 2.854 -1.463
N -2.311 5.916 -0.381
C -1.325 5.506 -1.231
N -1.661 5.506 -2.548
O -0.224 5.150 -0.830
H -3.222 6.188 -0.706
H -2.108 5.929 0.600
H -0.967 5.207 -3.207
H -2.573 5.777 -2.874
N -3.593 -1.309 1.489
C -3.457 -0.816 0.222
N -3.868 -1.657 -0.764
O -2.980 0.289 -0.004
H -3.944 -2.230 1.676
H -3.281 -0.733 2.248
H -3.746 -1.351 -1.711
H -4.205 -2.592 -0.587
N -1.230 -3.715 -0.553
C -2.113 -4.740 -0.557
N -1.513 -5.943 -0.784
O -3.325 -4.627 -0.375
H -0.252 -3.937 -0.667
H -1.554 -2.776 -0.421
H -2.081 -6.767 -0.781
H -0.528 -6.039 -0.938
N -6.683 5.839 -0.712
C -6.071 5.143 -1.719
N -6.328 3.807 -1.754
O -5.337 5.688 -2.531
H -7.287 5.413 -0.036
H -6.523 6.828 -0.673
H -5.880 3.271 -2.474
H -6.918 3.338 -1.094
N -0.806 -10.168 1.258
C -0.670 -9.725 -0.025
N -1.118 -10.574 -0.996
O -0.182 -8.636 -0.287
H -1.206 -11.055 1.498
H -0.492 -9.557 1.989
H -1.032 -10.269 -1.947
H -1.526 -11.468 -0.803
N 3.204 -5.453 -2.248
C 2.155 -5.634 -1.396
N 1.849 -6.931 -1.095
O 1.533 -4.686 -0.935
H 3.735 -6.207 -2.638
H 3.445 -4.508 -2.481
H 1.087 -7.111 -0.462
H 2.352 -7.711 -1.471

=====

Please write out number 1 again, unchanged.
75
Properties=species:S:1:pos:R:3 method="wB97M-V/def2-TZVPD" spin_multiplicity=2 orbital_gap_ev="9.2 / 2.7" relative_energy_kj_mol=108.1 homo_energy_ev="-12.62 / -12.62" lumo_energy_ev="-3.4 / -10.0" total_charge=+1
O 1.684 -0.674 -5.322
S 2.356 0.461 -4.618
O 3.423 0.257 -3.669
O 2.889 1.547 -5.886
C 3.884 2.512 -5.482
C 4.645 2.549 -6.819
C 1.146 1.668 -3.765
H 4.519 2.140 -4.678
H 3.562 3.536 -5.296
H 5.474 3.256 -6.810
H 4.071 3.064 -7.589
H 4.855 1.625 -7.359
H 0.431 1.120 -3.152
H 0.659 2.273 -4.530
H 1.731 2.386 -3.190
O 3.241 -5.759 -4.132
S 3.203 -4.852 -2.973
O 3.619 -3.461 -3.225
O 1.721 -4.770 -2.336
C 1.292 -3.602 -1.497
C -0.223 -3.610 -1.833
C 4.193 -5.566 -1.536
H 1.854 -2.709 -1.771
H 1.447 -3.839 -0.445
H -0.737 -3.454 -0.885
H -0.454 -4.627 -2.151
H -0.497 -2.910 -2.623
H 4.578 -6.512 -1.918
H 3.525 -5.627 -0.677
H 5.058 -4.917 -1.403
O 1.884 -0.063 0.965
S 0.485 -0.175 0.543
O 0.130 -0.019 -0.888
O -0.119 -1.668 1.036
C 0.399 -2.221 2.231
C -0.842 -2.779 2.939
C -0.614 0.982 1.558
H 0.874 -1.423 2.802
H 1.258 -2.864 2.038
H -0.623 -3.227 3.908
H -1.411 -3.621 2.546
H -1.652 -2.082 3.152
H -1.598 0.881 1.100
H -0.332 2.023 1.403
H -0.673 0.639 2.591
O 1.273 2.502 6.275
S 0.695 3.098 5.080
O 0.796 2.511 3.752
O -0.888 3.431 5.465
C -1.289 4.191 6.615
C -2.136 5.445 6.352
C 1.378 4.827 4.918
H -0.459 4.346 7.304
H -1.906 3.414 7.067
H -1.564 6.283 5.953
H -2.643 5.638 7.298
H -2.890 5.257 5.588
H 1.382 5.282 3.927
H 2.446 4.799 5.133
H 0.933 5.459 5.687
O -6.048 -1.658 1.871
S -5.758 -1.310 0.475
O -6.648 -0.464 -0.252
O -4.158 -0.746 0.494
C -3.519 -0.262 -0.724
C -3.849 1.208 -0.939
C -5.439 -2.930 -0.443
H -3.732 -0.776 -1.661
H -2.434 -0.317 -0.628
H -3.709 1.706 0.021
H -4.836 1.302 -1.390
H -3.097 1.577 -1.636
H -4.768 -3.598 0.097
H -5.073 -2.643 -1.428
H -6.374 -3.460 -0.624